(1)
This record from the OMol25 dataset describes C19H58N2O11 as an isolated structure at a distorted geometry. The level of theory is ωB97M-V/def2-TZVPD.

```
! RIJCOSX wB97M-V def2-TZVPD def2/J DEFGRID3
* xyz 0 1
C 3.0082 -0.3400 2.5032
O 1.8443 -1.1292 2.6581
C 1.7077 -2.3092 1.9023
C 0.3268 -2.8477 2.3007
N -0.7688 -2.1193 1.6669
C -2.0728 -2.5158 2.1688
C -3.2061 -1.7293 1.5012
O -4.0340 -2.4744 0.5819
C -5.3183 -1.9400 0.3283
H 3.0340 0.5105 3.1844
H 3.1117 0.0815 1.5033
H 3.9188 -0.9101 2.6875
H 2.4893 -2.9978 2.2235
H 1.8257 -2.1383 0.8323
H 0.2923 -2.9376 3.3864
H 0.2180 -3.8385 1.8597
H -0.6447 -1.1230 1.7767
H -2.1658 -2.3053 3.2342
H -2.2175 -3.5659 1.9152
H -2.7702 -0.8997 0.9446
H -3.8613 -1.3962 2.3062
H -5.8726 -2.6839 -0.2440
H -5.2724 -0.9443 -0.1129
H -5.9285 -1.7671 1.2148
C -1.8961 -1.2589 -0.5224
O -1.7526 -0.3047 -1.5985
C -0.6385 0.5166 -1.4797
C -0.6530 1.7685 -2.3719
N -0.0741 1.4571 -3.6753
C -0.0421 2.6267 -4.5630
C 0.4848 2.1819 -5.9700
O -0.6284 1.6184 -6.7128
C -0.2555 1.1195 -7.9836
H -2.5077 -2.1435 -0.7000
H -2.4598 -0.7817 0.2792
H -0.9317 -1.6776 -0.2350
H 0.2657 -0.0726 -1.6323
H -0.6539 0.8794 -0.4519
H -0.0809 2.5747 -1.9126
H -1.6754 2.1414 -2.4333
H -0.6667 0.7627 -4.1075
H 0.5585 3.4145 -4.1082
H -1.0418 3.0378 -4.7034
H 1.3022 1.4761 -5.8220
H 0.9568 3.0141 -6.4923
H -1.0862 0.6489 -8.5094
H 0.5494 0.3845 -7.9920
H 0.0544 1.9658 -8.5967
C 2.3161 1.9608 3.0456
O 2.2638 2.7684 1.8671
H 1.2966 1.6811 3.3111
H 3.0227 1.1508 2.8646
H 2.7441 2.6070 3.8120
H 2.1040 2.1653 1.1375
C 2.0093 -0.9798 -1.0469
O 2.8034 -0.2595 -0.1926
H 2.3857 -0.9320 -2.0688
H 1.8201 -2.0385 -0.8698
H 1.0064 -0.5531 -1.0550
H 3.7270 -0.4527 -0.3692
C 0.0129 0.3564 0.8508
O -1.1353 0.2715 1.6079
H 0.9186 0.5117 1.4371
H 0.1529 -0.6277 0.4036
H -0.1040 1.1390 0.1012
H -1.2491 1.0925 2.0922
C 3.0054 2.2291 -0.1338
O 1.8339 1.4702 0.2544
H 3.9209 1.7787 0.2499
H 3.0348 2.3625 -1.2152
H 2.9190 3.2367 0.2727
H 2.0215 0.5568 0.0261
C 0.1826 0.2543 4.1524
O -0.2830 -0.9956 3.6110
H 1.2691 0.2746 4.2375
H -0.0895 1.0213 3.4272
H -0.2568 0.4811 5.1238
H 0.3797 -1.4037 3.0489
C -1.2892 -3.2663 -0.5760
O -0.1179 -2.5541 -0.3386
H -1.0815 -4.2200 -1.0613
H -1.6444 -3.5266 0.4210
H -2.0833 -2.7424 -1.1080
H -0.2076 -2.0827 0.4929
C -0.2191 2.8202 1.7220
O -1.1945 2.0183 2.3209
H 0.6156 2.7750 2.4216
H 0.1222 2.4812 0.7439
H -0.4919 3.8753 1.7009
H -1.2130 2.2656 3.2483
*
```

## Properties
LUMO energy (eV): 0.09
Largest force on an atom (hartree/bohr): 0.3108
Orbital gap (eV): 6.608
HOMO level (eV): -6.51


(2)
This record from the OMol25 dataset describes a 10-piece molecular cluster, C19H58N2O11 overall at a distorted geometry. The level of theory is ωB97M-V/def2-TZVPD.

```
! RIJCOSX wB97M-V def2-TZVPD def2/J DEFGRID3
* xyz 0 1
N 1.1056 3.3106 1.9583
H 1.5265 3.4920 2.8680
H 1.4113 4.0692 1.3422
H 0.0857 3.2508 1.9314
H 1.4862 2.4314 1.5550
N 0.3213 0.0750 0.5246
O -0.4887 0.4046 -0.3466
O 0.2509 -1.0427 1.0382
O 1.1942 0.9043 0.9028
C 1.7022 -1.9941 -2.0306
O 2.7299 -2.0685 -3.0249
H 1.2678 -2.9843 -1.8612
H 2.1309 -1.6665 -1.0798
H 0.9313 -1.3254 -2.4015
H 3.5469 -2.3177 -2.5871
C 4.9785 2.6321 -2.1036
C 3.7216 2.3824 -1.3267
C 2.4624 2.2655 -2.1635
O 3.9130 1.2384 -0.4757
H 5.1060 1.8605 -2.8665
H 5.8351 2.6563 -1.4344
H 4.9072 3.5740 -2.6502
H 3.5915 3.2127 -0.6028
H 2.2142 3.2523 -2.5745
H 1.5957 1.9625 -1.5730
H 2.5937 1.6122 -3.0273
H 3.0424 1.0092 -0.1280
C -1.3654 3.4051 -2.6297
C -2.5558 3.3222 -1.6964
C -3.5593 2.2340 -2.0246
O -2.0470 3.0900 -0.3546
H -1.6754 3.5790 -3.6636
H -0.8054 2.4696 -2.6257
H -0.7133 4.2137 -2.3016
H -3.0674 4.2784 -1.5755
H -4.4735 2.3385 -1.4397
H -3.1587 1.2404 -1.8070
H -3.8428 2.2496 -3.0809
H -1.5882 2.2405 -0.3735
C -0.6180 -4.6429 1.4460
C -1.9282 -4.1505 2.0155
C -2.1167 -4.5336 3.4751
O -2.0280 -2.7098 1.9299
H -0.4251 -4.1930 0.4740
H -0.6987 -5.7285 1.3512
H 0.2138 -4.4496 2.1280
H -2.7434 -4.5110 1.3879
H -3.1679 -4.6063 3.7551
H -1.5503 -3.8843 4.1399
H -1.7488 -5.5500 3.6829
H -1.1931 -2.3410 2.2409
C -2.9767 0.9112 2.0877
C -2.5261 0.4113 3.4424
C -1.0904 0.8116 3.7293
O -3.3036 1.0343 4.4883
H -2.5804 0.2686 1.2910
H -2.5919 1.9056 1.8411
H -4.0599 0.9288 1.9606
H -2.6681 -0.6663 3.5463
H -0.7112 0.2433 4.5760
H -1.1085 1.8768 3.9835
H -0.4539 0.6815 2.8557
H -4.1946 0.6746 4.4584
C -1.4609 0.0748 -3.9030
C -2.5140 -0.9528 -4.3214
C -2.6898 -0.9183 -5.8264
O -2.0861 -2.2538 -3.9508
H -1.8082 1.0624 -4.2057
H -0.5010 -0.1523 -4.3722
H -1.2643 0.0148 -2.8285
H -3.4770 -0.7077 -3.8566
H -3.2032 0.0044 -6.1005
H -3.2601 -1.7961 -6.1379
H -1.7460 -0.9682 -6.3714
H -2.0296 -2.2330 -2.9810
C 4.0563 -0.5477 4.3609
C 3.2925 -0.5918 3.0506
C 4.1202 -1.0525 1.8731
O 2.1575 -1.4385 3.2261
H 4.5979 -1.4906 4.4570
H 3.3469 -0.4441 5.1797
H 4.7533 0.2891 4.3842
H 2.8881 0.4094 2.8198
H 3.5576 -1.2265 0.9539
H 4.5904 -2.0117 2.1128
H 4.8898 -0.3196 1.6182
H 1.6007 -1.2840 2.4478
O -1.9944 -2.1572 -1.1126
H -1.3652 -1.5155 -0.7584
H -2.4934 -2.4312 -0.3342
*
```

## Properties
LUMO energy (eV): -0.94
Largest force on an atom (hartree/bohr): 0.0271
Orbital gap (eV): 8.269
HOMO level (eV): -9.21


Which value of HOMO level does entry 2 give?
-9.21 eV


Which of these has the highest orbital gap?
number 2